Record 1
{
  "formula": "CH3N4O",
  "method": "ωB97M-V with the def2-TZVPD basis set",
  "species": ["O", "N", "N", "N", "N", "C", "H", "H", "H"],
  "xyz": [[-0.645, 1.784, 0.624], [-0.896, 0.193, -1.112], [-0.445, -1.019, -1.294], [0.331, -1.321, -0.301], [0.410, -0.303, 0.554], [-0.377, 0.651, 0.031], [-0.133, 2.528, 0.263], [0.940, -0.307, 1.420], [0.815, -2.207, -0.184]],
  "mulliken_charge": [-0.413, -0.085, -0.223, 0.298, -0.010, 0.444, 0.400, 0.304, 0.286],
  "smiles": "Oc1nn[nH][nH+]1",
  "lumo_energy_ev": -5.311,
  "max_force_ev_per_a": 0.424,
  "charge": 1,
  "relative_energy_ev": 0.000
}


Record 2
{
  "formula": "C5H9NO",
  "method": "ωB97M-V with the def2-TZVPD basis set",
  "species": ["O", "N", "C", "C", "C", "C", "C", "H", "H", "H", "H", "H", "H", "H", "H", "H"],
  "xyz": [[-0.259, 0.250, -2.590], [1.258, -0.429, -2.381], [1.186, -0.607, 0.892], [-0.204, 1.445, 0.265], [0.087, -0.040, -0.048], [0.423, -0.115, -1.506], [-1.244, -0.795, 0.142], [2.181, -0.684, 0.404], [-2.048, -0.369, -0.477], [-0.550, 1.481, 1.301], [-1.153, -1.867, -0.067], [1.258, 0.072, 1.759], [-0.997, 1.862, -0.373], [0.904, -1.596, 1.298], [-1.526, -0.690, 1.193], [0.684, 2.082, 0.187]],
  "mulliken_charge": [-0.452, -0.532, -1.380, -1.680, 1.892, 0.348, -1.631, 0.349, 0.396, 0.435, 0.400, 0.331, 0.397, 0.328, 0.410, 0.391],
  "smiles": "CC(C)(C)C1=NO1",
  "lumo_energy_ev": 0.764,
  "max_force_ev_per_a": 0.711,
  "charge": 0,
  "relative_energy_ev": 3.839
}


Record 3
{
  "formula": "C28H60BCsO14S7",
  "method": "ωB97M-V with the def2-TZVPD basis set",
  "species": ["Cs", "S", "S", "S", "S", "S", "S", "S", "O", "O", "O", "O", "O", "O", "O", "O", "O", "O", "O", "O", "O", "O", "C", "C", "C", "C", "C", "C", "C", "C", "C", "C", "C", "C", "C", "C", "C", "C", "C", "C", "C", "C", "C", "C", "C", "C", "C", "C", "C", "C", "B", "H", "H", "H", "H", "H", "H", "H", "H", "H", "H", "H", "H", "H", "H", "H", "H", "H", "H", "H", "H", "H", "H", "H", "H", "H", "H", "H", "H", "H", "H", "H", "H", "H", "H", "H", "H", "H", "H", "H", "H", "H", "H", "H", "H", "H", "H", "H", "H", "H", "H", "H", "H", "H", "H", "H", "H", "H", "H", "H", "H"],
  "xyz": [[-1.728, 3.999, -0.219], [0.177, 0.052, -4.964], [4.659, 2.390, -1.199], [-2.382, -4.544, -1.455], [3.471, -0.486, 1.995], [-4.169, 2.033, -3.106], [-0.629, 4.167, 3.918], [-1.816, -1.109, 4.046], [-3.110, -4.576, -2.695], [-0.363, -1.256, 4.068], [-4.699, 1.682, -4.396], [5.044, 3.681, -1.705], [-2.552, -0.141, 4.860], [-3.032, -4.712, -0.173], [-0.692, -1.121, -5.036], [3.561, 0.961, 2.239], [4.319, -1.304, 2.832], [5.064, 1.180, -1.897], [-3.287, 3.159, -2.873], [-1.474, 4.640, 5.004], [-0.325, 1.404, -4.982], [-0.785, 4.747, 2.577], [-2.220, -0.819, 2.301], [4.999, 2.394, 0.645], [1.078, -0.129, -3.354], [-3.435, 0.505, -2.322], [-3.382, -1.743, 2.042], [2.862, 2.322, -1.019], [-5.499, 2.140, -1.876], [2.353, -1.034, -0.428], [-4.276, 0.196, -1.090], [1.771, -1.037, 2.012], [1.637, -0.222, -6.033], [-0.925, -5.648, -1.411], [2.788, -0.556, -5.047], [1.526, -1.737, 0.694], [-5.667, 0.719, -1.357], [3.907, 3.331, 1.096], [-0.089, -3.380, -2.106], [-0.488, 2.325, 3.828], [-1.372, -3.026, -1.387], [0.913, 2.015, 4.351], [-3.105, -3.084, 2.668], [-2.681, -2.757, 4.080], [2.271, -1.003, -3.662], [1.336, 3.099, 5.343], [2.574, 2.926, 0.377], [1.039, 4.407, 4.596], [3.723, -0.858, 0.270], [0.292, -4.750, -1.579], [-0.605, 0.933, -0.292], [-0.711, 1.511, -1.265], [4.916, 1.373, 1.026], [1.448, 0.867, -3.116], [-3.879, -3.847, 2.695], [-0.946, -6.071, -0.410], [-1.043, 1.553, 0.551], [4.221, -1.832, 0.225], [0.709, 3.095, 6.233], [1.822, 3.702, 0.281], [-1.028, -6.435, -2.154], [-6.357, 2.626, -2.338], [-3.555, -1.832, 0.964], [2.223, 2.034, 0.897], [1.640, 4.593, 3.698], [-3.867, 0.661, -0.185], [-2.387, 0.246, 2.201], [1.889, -2.770, 0.661], [0.833, 1.062, 4.881], [2.593, 1.268, -1.009], [-6.055, 0.099, -2.173], [0.974, -5.190, -2.316], [0.526, 0.821, -0.053], [0.318, -0.546, -2.701], [0.500, -1.857, 0.341], [3.462, 0.291, -4.886], [-4.278, -0.858, -0.812], [-6.314, 0.561, -0.496], [3.712, 3.228, 2.162], [3.480, -1.272, -5.494], [1.647, -1.603, 2.930], [-4.341, -1.278, 2.307], [0.973, -4.734, -0.723], [-2.252, -3.447, 2.086], [1.638, 1.850, 3.556], [-3.360, -0.243, -3.113], [4.551, -0.258, -0.114], [1.532, -1.074, -6.699], [-2.402, 0.842, -2.224], [6.032, 2.649, 0.873], [1.039, 5.388, 5.069], [-1.168, -0.081, -0.325], [4.056, 4.358, 0.765], [-1.434, 2.035, 4.289], [-1.859, -2.075, -1.589], [1.227, -0.094, 2.089], [-2.013, -3.501, 4.521], [-0.638, 2.124, 2.763], [2.452, 2.783, -1.915], [0.700, -2.634, -2.116], [1.810, 0.687, -6.604], [-3.432, -2.607, 4.857], [-1.199, -3.027, -0.303], [1.883, -0.087, -0.703], [-5.128, 2.821, -1.107], [-1.435, -1.078, 1.589], [2.017, -2.060, -3.799], [3.130, -1.012, -2.991], [2.400, 3.047, 5.559], [-0.286, -3.534, -3.174], [2.441, -1.614, -1.344]],
  "mulliken_charge": [1.306, 1.271, 1.008, 1.124, 1.197, 1.024, 1.002, 1.174, -0.693, -0.597, -0.653, -0.734, -0.738, -0.646, -0.671, -0.688, -0.863, -0.654, -0.627, -0.665, -0.691, -0.597, 0.793, -0.205, 1.045, 0.241, -0.300, 1.000, -0.632, 1.368, 0.642, 0.169, -0.707, -0.674, -1.061, -0.155, -1.072, -1.354, 1.408, 0.247, 0.283, 0.065, -0.364, -1.102, -0.297, -0.805, 0.475, -0.689, -1.398, -1.086, 2.873, -0.475, -0.157, -0.164, 0.551, 0.344, -1.109, 0.498, 0.378, 0.354, 0.409, 0.514, -0.328, -0.778, 0.187, -0.258, 0.393, 0.501, 0.338, -1.148, 0.357, 0.527, -1.071, -0.557, -1.086, 0.299, -0.032, 0.423, 0.519, 0.530, 0.893, 0.467, 0.239, 0.048, -0.269, 0.505, 0.826, 0.356, -0.477, 0.584, 0.501, -0.794, 0.466, 0.370, 0.139, -0.504, 0.446, -0.549, 0.818, -1.668, 0.385, 0.412, -0.470, -1.834, 0.213, -1.088, 0.239, 0.163, 0.382, 0.652, 0.297],
  "lumo_energy_ev": -0.325,
  "max_force_ev_per_a": 2.900,
  "charge": 0,
  "relative_energy_ev": 2.893
}


E_HOMO (eV)
-17.0; -9.6; -10.0